Molecular formula: C3H5F6N2P
Method: DFT, ωB97M-V/def2-TZVPD

As for the charge: 0. Its relative energy (zero: lowest compared OMol25 entry of this formula, charge and spin) is 0.0000 eV.

```
17
C3H5F6N2P, DFT ωB97M-V/def2-TZVPD
C 0.051 1.172 -0.466
C 0.711 -3.675 1.900
C -3.085 -1.788 -2.364
N -0.749 0.088 0.034
N -1.535 -0.534 -0.797
F -0.079 -4.568 1.324
F 1.653 -4.318 2.583
F -0.009 -2.954 2.757
F -4.013 -2.740 -2.545
F -2.038 -2.110 -3.138
F -3.595 -0.650 -2.864
P -2.622 -1.635 -0.519
H -0.253 2.120 -0.017
H 1.107 1.000 -0.250
H -0.093 1.225 -1.544
H -0.816 -0.027 1.040
H 1.168 -3.015 1.138
```

***

Molecular formula: C3H5FN2
Method: DFT, ωB97M-V/def2-TZVPD

As for the charge: 0. Its relative energy (zero: lowest compared OMol25 entry of this formula, charge and spin) is 1.4616 eV.

```
11
C3H5FN2, DFT ωB97M-V/def2-TZVPD
C -0.232 -0.197 -0.164
C 1.099 0.326 -0.046
C 2.232 -0.372 0.008
H -2.625 -0.655 0.229
H -3.088 0.935 0.286
H -0.385 -1.316 -0.174
H 2.192 -1.494 0.034
H 3.204 0.080 0.006
N -2.433 0.296 -0.091
N -1.129 0.678 -0.028
F 1.165 1.718 -0.061
```

***

Molecular formula: C3H5FN2
Method: DFT, ωB97M-V/def2-TZVPD

As for the charge: 0. Its relative energy (zero: lowest compared OMol25 entry of this formula, charge and spin) is 3.4961 eV.

```
11
C3H5FN2, DFT ωB97M-V/def2-TZVPD
C -1.034 0.407 0.630
C -0.759 -0.842 0.056
C 0.186 -1.358 -0.705
H 1.590 2.526 -0.040
H 1.538 0.662 0.311
H -2.014 0.631 0.957
H 0.165 -2.343 -1.196
H 1.287 -0.711 -0.732
N 1.036 1.434 -0.001
N -0.238 1.505 0.571
F -1.757 -1.911 0.149
```